Molecular formula: C26H18BrClF4N2NiO4PS2
Method: DFT, wB97M-V/def2-TZVPD

```
60
Properties=species:S:1:pos:R:3:forces:R:3:mulliken_charge:R:1
Ni -0.265457 -1.455924 0.115671 -0.2 0.2 0.3 0.181
C 3.198000 -0.012190 0.925510 0.0 0.0 -0.1 -0.918
C 2.810000 -1.122641 0.013631 -0.2 0.0 0.1 0.756
N 1.655478 -1.760125 -0.039880 0.5 0.0 -0.2 0.163
C 1.774912 -2.925291 -0.808667 0.0 -0.1 0.0 -0.470
C 2.971775 -3.091176 -1.415982 -0.2 0.1 0.1 -0.100
S 4.016876 -1.821066 -0.959973 0.1 -0.1 -0.1 -0.168
C 0.655585 -3.852358 -0.659641 0.1 0.1 -0.1 -0.231
C 0.421755 -5.095594 -1.145611 0.0 0.2 0.2 -0.212
S -1.014087 -5.700403 -0.440318 0.1 -0.1 -0.1 -0.140
C -1.237548 -4.273248 0.448003 0.1 0.2 0.1 0.709
N -0.289608 -3.384699 0.228523 -0.3 -0.6 -0.3 0.101
C -2.358517 -4.125697 1.413579 -0.1 0.0 0.0 -1.032
H 2.336604 0.487506 1.345343 -0.1 0.0 0.0 -0.061
H 3.820882 0.714530 0.407512 0.0 0.0 0.0 0.399
H 3.775517 -0.439680 1.747956 0.0 0.0 0.0 0.463
H 3.293978 -3.902746 -2.043847 0.0 0.0 0.0 0.503
H 1.004498 -5.668991 -1.844494 0.0 0.0 0.0 0.463
H -3.082979 -4.927624 1.287490 0.0 0.0 0.0 0.443
H -2.865047 -3.172730 1.273536 0.1 0.0 0.0 0.175
H -1.961959 -4.179758 2.428865 0.0 0.0 0.0 0.278
F -5.357463 3.746874 -1.040973 -0.1 0.0 0.0 -0.280
C -4.230280 3.104012 -0.806587 0.1 -0.1 0.1 0.529
C -3.144083 3.266055 -1.641066 0.0 -0.1 0.1 0.395
F -3.220920 4.066130 -2.691899 0.0 0.0 0.0 -0.288
C -1.965760 2.578990 -1.375453 -0.2 0.1 0.0 0.643
F -0.983420 2.779728 -2.250261 0.1 0.0 0.0 -0.325
C -1.830329 1.724796 -0.286911 0.1 0.1 0.0 0.184
P -0.279906 0.822636 0.059935 0.1 -0.1 0.3 0.458
C 0.139108 1.362238 1.739776 0.0 0.1 0.1 -0.265
C 0.342505 2.691175 2.104977 0.0 0.0 -0.1 -0.643
C 0.706527 2.998723 3.406561 0.0 -0.1 0.1 -0.887
C 0.848763 1.987132 4.348749 0.0 0.1 0.0 -0.608
C 0.587358 0.666712 4.008056 -0.1 0.0 0.0 -0.859
C 0.220371 0.363894 2.709769 -0.1 0.0 -0.2 0.468
C 1.015303 1.385798 -1.079147 -0.1 0.1 -0.1 1.409
C 1.117640 0.700413 -2.291120 0.0 0.0 0.1 -0.550
C 2.077792 1.067081 -3.218296 0.0 0.0 0.0 -0.932
C 2.945237 2.115162 -2.945667 0.0 0.0 0.0 -0.696
C 2.849654 2.798394 -1.741479 0.0 0.0 0.0 -0.744
C 1.887268 2.436919 -0.811256 0.0 0.0 0.1 -0.715
C -2.949701 1.578156 0.550119 0.0 0.0 0.1 -0.391
Br -2.981317 0.492023 2.088737 -0.1 0.0 -0.1 -0.028
C -4.122783 2.258313 0.291515 0.0 0.1 -0.2 0.385
F -5.182228 2.131502 1.078340 0.0 0.0 0.0 -0.326
H 0.206344 3.490292 1.386546 0.0 0.0 0.0 0.492
H 0.870841 4.028786 3.690948 0.0 0.0 0.0 0.455
H 1.132299 2.236560 5.362493 0.0 0.0 0.0 0.420
H 0.641727 -0.111370 4.756850 0.0 0.0 0.0 0.499
H -0.101728 -0.632816 2.412596 0.3 0.0 0.3 0.245
H 0.442050 -0.115150 -2.517009 0.0 0.0 0.0 0.523
H 2.142004 0.536743 -4.158858 0.0 0.0 0.0 0.504
H 3.693057 2.403800 -3.672032 0.0 0.0 0.0 0.422
H 3.521121 3.618442 -1.526356 0.0 0.0 0.0 0.458
H 1.834581 2.976671 0.123517 0.0 0.0 0.0 0.313
O -2.778110 -0.272030 -2.099370 -0.1 0.2 -0.1 -0.544
Cl -2.336654 -1.564024 -1.737480 0.5 -0.4 0.6 1.868
O -1.018468 -1.846406 -2.253750 -0.1 0.0 -0.3 -0.623
O -3.262674 -2.576952 -2.058901 -0.1 -0.1 0.2 -0.662
O -2.136361 -1.585477 -0.192836 -0.3 0.5 -0.8 -0.606
```
Forces are in eV/Å.

Results
**Energy relative to the best compared isomer or geometry (same formula, charge and spin)**: 289.8 kJ/mol
**Gap between HOMO and LUMO (alpha / beta)**: 8.2 / 8.2 eV
**Charge**: +1

=====

Molecular formula: C26H18Cl2N6O2SeSr
Method: DFT, wB97M-V/def2-TZVPD

```
56
Properties=species:S:1:pos:R:3:forces:R:3:mulliken_charge:R:1
Sr -0.008802 0.050789 0.029203 0.5 -1.6 0.0 1.807
Cl -3.723545 6.266928 0.034848 0.1 0.0 0.0 -0.231
C -2.390713 5.147152 0.039206 -0.2 0.0 0.0 0.035
C -2.670925 3.790008 0.012022 0.0 0.0 0.0 -0.587
C -1.664334 2.825348 0.012854 0.0 -0.3 0.0 -0.276
N -1.914456 1.415081 -0.014145 -0.5 0.9 0.0 -0.525
C -3.170351 0.943653 -0.050141 0.1 -0.1 0.0 0.427
O -4.242411 1.548354 -0.067419 0.0 0.0 0.0 -0.786
C -3.315928 -0.594935 -0.070710 0.3 0.3 0.0 0.542
C -4.621884 -1.071148 -0.104330 0.0 0.0 0.0 -0.725
C -4.853430 -2.430016 -0.119683 0.0 0.0 0.0 -0.349
C -3.759850 -3.280902 -0.098427 0.0 -0.1 0.0 -0.854
C -2.495059 -2.733228 -0.066193 0.2 0.2 0.0 0.211
N -2.242991 -1.410617 -0.053838 -0.7 -0.1 0.0 -0.126
C -0.305098 3.267054 0.042380 0.2 -0.2 0.0 -0.276
C -0.058746 4.638994 0.069513 0.0 0.0 0.0 -0.609
C -1.083583 5.571943 0.068077 0.1 0.1 0.0 0.059
Cl -0.663201 7.260983 0.102583 -0.1 -0.1 0.0 -0.232
N 0.728363 2.274165 0.043404 -0.1 1.0 0.0 -0.532
C 2.020772 2.634572 0.065332 0.0 -0.1 0.0 0.424
O 2.529986 3.755269 0.081966 0.0 0.0 0.0 -0.783
C 3.046138 1.478337 0.076518 -0.4 0.0 0.0 0.576
C 4.381066 1.866088 0.105111 0.0 0.0 0.0 -0.724
C 5.370991 0.907162 0.129663 0.0 0.0 0.0 -0.328
C 4.991252 -0.425423 0.127118 0.1 -0.1 0.0 -0.868
C 3.647255 -0.731419 0.094600 -0.3 0.1 0.0 0.158
N 2.661998 0.185970 0.065964 0.7 0.4 0.0 -0.127
H -3.698103 3.477544 -0.011120 0.0 0.0 0.0 0.797
H -5.413010 -0.336995 -0.117056 0.0 0.0 0.0 0.498
H -5.865045 -2.816067 -0.147219 0.0 0.0 0.0 0.419
H -3.874029 -4.356474 -0.108782 0.0 0.0 0.0 0.397
H -1.626806 -3.377281 -0.052782 0.0 0.0 0.0 0.082
H 0.955693 4.990389 0.091457 0.0 0.0 0.0 0.802
H 4.584958 2.926009 0.109150 0.0 0.0 0.0 0.495
H 6.415196 1.194082 0.152117 0.0 0.0 0.0 0.429
H 5.718964 -1.225348 0.149038 0.0 0.0 0.0 0.386
H 3.328715 -1.764321 0.088467 0.0 0.0 0.0 0.105
C 2.061811 -5.457927 -2.299338 0.0 0.0 0.1 -0.939
N 1.930685 -5.666811 -0.866997 0.1 -0.1 -0.2 0.422
C 1.516328 -4.757309 0.040897 0.0 -0.1 0.1 -0.188
Se 1.011756 -3.019245 -0.237695 0.1 -0.3 -0.1 -0.392
N 1.547120 -5.372511 1.244246 0.0 0.0 0.1 0.087
C 1.991962 -6.685463 1.123655 -0.1 0.2 0.1 0.242
C 2.198378 -7.691349 2.050797 0.0 0.0 0.0 -0.792
C 2.661758 -8.902459 1.561814 0.0 0.0 -0.1 -0.473
C 2.905916 -9.094099 0.197497 0.0 0.0 0.1 -0.650
C 2.695749 -8.080438 -0.725011 0.0 -0.1 0.0 -0.564
C 2.234605 -6.873216 -0.228264 0.0 0.2 -0.2 0.744
H 1.775494 -4.435415 -2.524918 0.0 0.0 0.0 0.257
H 1.409511 -6.148162 -2.833065 0.0 0.0 0.0 0.357
H 3.095202 -5.625081 -2.600929 0.0 0.0 0.0 0.359
H 1.286983 -4.892087 2.087331 0.0 0.0 0.0 0.226
H 2.010128 -7.543106 3.105652 0.0 0.0 0.0 0.400
H 2.838503 -9.716806 2.251396 0.0 0.0 0.0 0.394
H 3.267222 -10.054547 -0.144037 0.0 0.0 0.0 0.384
H 2.885925 -8.229376 -1.779384 0.0 0.0 0.0 0.418
```
Forces are in eV/Å.

Results
**Gap between HOMO and LUMO**: 6.4 eV
**Charge**: 0